# C16H16N4O4PdTe

A structure of composition C16H16N4O4PdTe (ωB97M-V with the def2-TZVPD basis set, OMol25).

CARTESIAN COORDINATES (ANGSTROEM)
Pd -0.248 0.043 0.480
O -2.968 -4.764 2.880
C -2.424 -4.072 3.854
O -2.692 -4.254 5.018
C -1.401 -3.044 3.490
C -0.523 -2.504 4.413
N 0.235 -1.606 3.767
N -0.104 -1.506 2.481
C -1.100 -2.369 2.280
C -1.725 -2.537 0.904
O -2.337 -3.585 0.677
O -1.576 -1.608 0.068
H -2.724 -4.419 1.962
H -0.418 -2.721 5.455
H 0.989 -1.054 4.151
C 4.324 1.871 -2.592
C 3.440 0.960 -1.829
C 3.542 -0.385 -1.537
C 2.401 -0.703 -0.787
N 1.665 0.391 -0.618
N 2.295 1.388 -1.257
C 1.948 -2.002 -0.224
H 5.283 1.398 -2.780
H 4.488 2.795 -2.039
H 3.871 2.118 -3.552
H 4.329 -1.050 -1.822
H 1.916 2.325 -1.264
H 2.730 -2.755 -0.270
H 1.085 -2.370 -0.788
H 1.629 -1.861 0.817
Te -1.531 2.004 1.408
C -1.956 2.694 -0.573
C -1.497 1.993 -1.686
C -1.701 2.496 -2.960
C -2.378 3.692 -3.141
C -2.879 4.367 -2.038
C -2.667 3.874 -0.763
H -0.984 1.025 -1.561
H -1.328 1.949 -3.815
H -2.528 4.088 -4.136
H -3.427 5.289 -2.172
H -3.053 4.406 0.096

Computed properties:
* spin multiplicity: 3
* frontier orbital gap (spin up / spin down): 8.48 / 5.98 eV
* LUMO level (spin up / spin down): 0.00420 / -0.08300 Eh
* energy relative to the best compared isomer or geometry (same formula, charge and spin): 10.19 kcal per mole



# C10H15NO3S

An isolated molecule of C10H15NO3S (ωB97M-V with the def2-TZVPD basis set, OMol25).

CARTESIAN COORDINATES (ANGSTROEM)
C 0.501 1.193 1.101
C 1.529 1.192 -0.140
C -0.326 -1.702 1.907
C -0.765 0.524 0.566
C 0.725 0.263 -1.076
C -0.651 -1.041 0.566
C -0.667 0.802 -1.000
C 0.639 -1.093 -0.258
C -0.841 2.281 -1.384
C -1.616 -0.018 -1.942
N 1.815 -1.795 0.191
O 1.366 -3.755 1.848
O 2.151 -1.577 2.658
O 0.957 -2.337 -0.771
S 1.364 -2.350 1.793
H 0.911 0.659 2.019
H 0.280 2.288 1.254
H 1.616 2.175 -0.635
H 2.579 0.831 0.201
H -0.355 -1.157 2.942
H -0.814 -2.635 1.999
H -1.777 0.807 0.894
H 1.168 0.294 -2.038
H -1.597 -1.375 0.099
H -1.880 2.508 -1.445
H -0.583 2.540 -2.361
H -0.447 3.009 -0.730
H -2.363 -0.165 -1.115
H -1.196 -1.019 -2.208
H -1.725 0.653 -2.934

Computed properties:
* structure (SMILES): CC1(C)[C@@H]2CC[C@H]1[C@@]13ON1S(=O)(=O)C[C@@H]23
* frontier orbital gap: 10.62 eV
* LUMO level: 0.02098 Eh
* energy relative to the best compared isomer or geometry (same formula, charge and spin): 100.58 kcal per mole



# C4H9NOS

A structure of composition C4H9NOS (ωB97M-V with the def2-TZVPD basis set, OMol25).

CARTESIAN COORDINATES (ANGSTROEM)
C 1.103 1.389 -0.062
C -0.449 -0.582 -1.434
C 0.636 -1.124 0.794
C -0.176 -0.146 -0.026
N -1.243 0.469 0.701
O 0.563 2.298 0.688
S 2.431 1.374 -0.940
H -0.906 -1.574 -1.438
H 0.485 -0.638 -1.990
H -1.114 0.111 -1.945
H 0.115 -2.079 0.916
H 0.850 -0.712 1.779
H 1.583 -1.312 0.292
H -2.067 0.644 0.134
H -0.328 1.921 0.984
H -1.486 -0.039 1.545

Computed properties:
* frontier orbital gap: 8.48 eV
* LUMO level: 0.02463 Eh
* energy relative to the best compared isomer or geometry (same formula, charge and spin): 38.00 kcal per mole



# C21H38AgN2O11

A structure of composition C21H38AgN2O11 (ωB97M-V with the def2-TZVPD basis set, OMol25).

CARTESIAN COORDINATES (ANGSTROEM)
Ag 21.503 16.524 -10.679
C 18.069 20.215 -9.737
O 17.448 20.411 -10.755
O 17.213 20.153 -8.861
O 18.482 19.115 -10.045
C 18.924 16.314 -14.617
O 18.238 15.319 -14.809
O 18.389 17.421 -14.741
O 19.156 16.301 -13.381
C 19.422 13.778 -9.306
O 19.971 14.653 -8.617
O 19.784 13.463 -10.416
O 18.247 14.020 -9.432
C 23.977 11.442 -6.789
C 24.808 10.591 -7.703
C 24.505 9.169 -7.184
C 25.117 8.057 -8.074
C 24.774 8.329 -9.574
C 25.018 9.803 -10.178
N 24.400 10.681 -9.157
O 24.248 12.029 -9.546
C 26.452 10.134 -10.596
C 24.120 9.898 -11.453
C 26.292 10.891 -7.516
H 22.923 11.178 -6.876
H 23.969 12.526 -6.899
H 24.097 11.311 -5.713
H 25.053 9.173 -6.242
H 23.424 9.027 -7.165
H 24.610 7.170 -7.693
H 26.182 8.057 -7.840
H 23.743 7.978 -9.620
H 25.311 7.597 -10.177
H 26.590 11.142 -10.987
H 27.066 10.091 -9.697
H 26.618 9.391 -11.376
H 24.193 9.106 -12.198
H 23.067 9.972 -11.180
H 24.259 10.814 -12.028
H 26.605 11.661 -8.221
H 27.026 10.088 -7.578
H 26.376 11.337 -6.525
H 23.292 12.095 -9.597
C 25.038 17.471 -8.607
C 25.903 17.840 -9.822
C 26.950 16.658 -9.898
C 27.777 16.644 -11.162
C 26.837 16.567 -12.393
C 25.738 17.660 -12.446
N 25.080 17.830 -11.065
O 24.195 18.875 -11.150
C 26.336 19.018 -13.045
C 24.613 17.222 -13.499
C 26.599 19.156 -9.500
H 24.899 16.391 -8.659
H 25.606 17.817 -7.743
H 24.036 17.868 -8.765
H 27.551 16.689 -8.989
H 26.441 15.694 -9.881
H 28.200 17.648 -11.170
H 28.522 15.851 -11.083
H 26.343 15.617 -12.598
H 27.545 16.738 -13.204
H 25.542 19.763 -13.001
H 26.566 18.766 -14.080
H 27.164 19.435 -12.471
H 24.022 16.345 -13.235
H 25.085 16.900 -14.428
H 23.865 17.937 -13.841
H 27.483 19.063 -8.868
H 27.044 19.477 -10.442
H 25.967 19.873 -8.976
H 24.697 19.616 -11.497

Computed properties:
* charge: -5
* frontier orbital gap: 1.32 eV
* LUMO level: 0.29630 Eh
* energy relative to the best compared isomer or geometry (same formula, charge and spin): 356.64 kcal per mole



# C8H10N2

An isolated molecule of C8H10N2 (ωB97M-V with the def2-TZVPD basis set, OMol25).

CARTESIAN COORDINATES (ANGSTROEM)
C 1.697 1.119 0.269
C 2.233 -1.031 -0.169
C -0.106 0.034 -0.908
C 1.182 -0.124 -0.019
C -0.315 -0.413 0.426
C -0.419 1.425 -1.502
C -1.089 0.562 1.281
C -0.511 -1.934 0.616
N 1.898 2.180 0.661
N 3.162 -1.663 -0.399
H -0.221 -0.638 -1.785
H -0.497 2.212 -0.816
H -1.490 1.252 -1.739
H -0.078 1.776 -2.517
H -1.465 -0.012 2.180
H -1.891 0.956 0.714
H -0.283 1.296 1.645
H -0.793 -2.247 1.713
H 0.430 -2.543 0.313
H -1.443 -2.208 0.036

Computed properties:
* structure (SMILES): C[C@@H]1C(C)(C)C1(C#N)C#N
* frontier orbital gap: 10.79 eV
* LUMO level: 0.02185 Eh
* energy relative to the best compared isomer or geometry (same formula, charge and spin): 52.19 kcal per mole



# C33H33N6O3OsS3

A structure of composition C33H33N6O3OsS3 (ωB97M-V with the def2-TZVPD basis set, OMol25).

CARTESIAN COORDINATES (ANGSTROEM)
Os -1.635 -0.415 0.335
N -3.134 0.176 1.766
C -4.544 -0.227 1.516
C -4.756 -1.727 1.660
C -4.183 -2.568 0.527
N -2.712 -2.563 0.535
H -2.818 -0.203 2.661
H -3.086 1.189 1.858
H -4.806 0.101 0.510
H -5.187 0.302 2.221
H -5.832 -1.900 1.703
H -4.345 -2.066 2.618
H -4.506 -2.167 -0.435
H -4.571 -3.586 0.605
H -2.349 -2.948 -0.337
H -2.331 -3.090 1.314
C 2.610 3.511 -0.558
C 1.600 3.110 -1.602
C 0.653 4.056 -2.002
C -0.304 3.773 -2.981
C -0.328 2.534 -3.548
C 0.605 1.536 -3.141
N 0.442 0.334 -3.735
C 1.234 -0.863 -3.669
C 2.305 -1.024 -4.535
C 3.050 -2.192 -4.492
C 2.707 -3.200 -3.599
C 1.614 -3.044 -2.761
C 0.869 -1.873 -2.794
C -0.314 -1.704 -1.886
O -1.312 -2.389 -2.011
O -0.131 -0.784 -0.984
C 1.605 1.833 -2.168
C 2.622 0.815 -1.747
H 2.406 4.518 -0.201
H 3.624 3.500 -0.962
H 2.589 2.836 0.298
H 0.679 5.042 -1.554
H -1.013 4.528 -3.292
H -1.054 2.293 -4.315
H -0.323 0.294 -4.399
H 2.555 -0.230 -5.228
H 3.890 -2.316 -5.161
H 3.285 -4.113 -3.569
H 1.323 -3.838 -2.086
H 3.145 0.384 -2.598
H 2.143 -0.007 -1.203
H 3.364 1.255 -1.091
N -2.670 0.399 -1.101
C -2.868 0.963 -2.126
N -3.114 1.620 -3.132
C -3.140 1.452 -4.433
N -3.168 1.385 -5.584
O -0.579 -0.972 1.840
C 0.460 -0.345 2.575
C 1.798 -0.751 1.988
C 2.054 -1.861 1.246
C 3.429 -1.986 0.896
C 4.179 -0.961 1.380
S 3.229 0.168 2.247
C 0.287 1.169 2.561
C 0.422 2.046 3.589
C 0.238 3.408 3.195
C -0.037 3.537 1.874
S -0.041 2.012 1.080
C 0.348 -0.862 3.994
C 1.263 -1.520 4.752
C 0.753 -1.906 6.028
C -0.542 -1.542 6.205
S -1.152 -0.713 4.834
H 1.286 -2.572 0.979
H 3.832 -2.803 0.316
H 5.241 -0.803 1.276
H 0.651 1.740 4.599
H 0.299 4.244 3.876
H -0.227 4.436 1.310
H 2.268 -1.730 4.417
H 1.330 -2.434 6.772
H -1.173 -1.699 7.064

Computed properties:
* spin multiplicity: 5
* charge: +1
* frontier orbital gap (spin up / spin down): 7.98 / 5.18 eV
* LUMO level (spin up / spin down): -0.07384 / -0.20963 Eh
* energy relative to the best compared isomer or geometry (same formula, charge and spin): 15.32 kcal per mole



# C18H41AuO2P3

A structure of composition C18H41AuO2P3 (ωB97M-V with the def2-TZVPD basis set, OMol25).

CARTESIAN COORDINATES (ANGSTROEM)
Au -0.554 -0.685 -0.144
P -2.398 0.656 0.965
P 0.293 -1.715 1.905
P -1.581 -0.805 -2.276
H 2.405 3.814 0.016
C 1.425 3.897 -0.510
C 0.288 4.237 0.244
H 0.321 4.456 1.280
C -1.843 1.748 2.312
C -3.819 -0.266 1.690
C -3.219 1.867 -0.141
C 2.050 -1.268 2.107
C -0.444 -1.217 3.533
C 0.170 -3.525 1.898
C -1.348 0.798 -3.065
C -3.311 -1.228 -2.388
C -0.703 -1.971 -3.305
H 1.342 3.554 -1.488
H -0.692 4.221 -0.263
H -0.869 2.195 2.081
H -1.708 1.204 3.254
H -2.550 2.572 2.487
H -3.499 -0.958 2.482
H -4.306 -0.883 0.921
H -4.587 0.402 2.117
H -2.483 2.476 -0.682
H -3.881 2.569 0.394
H -3.828 1.360 -0.900
H 2.583 -2.080 2.619
H 2.063 -0.350 2.713
H 2.547 -1.059 1.147
H -0.149 -1.935 4.320
H -1.544 -1.204 3.466
H -0.063 -0.220 3.810
H 0.863 -3.864 2.684
H 0.464 -3.939 0.922
H -0.859 -3.838 2.138
H -1.215 0.698 -4.149
H -0.451 1.245 -2.626
H -2.213 1.441 -2.865
H -3.651 -1.053 -3.418
H -3.903 -0.625 -1.693
H -3.437 -2.289 -2.149
H -1.154 -2.095 -4.299
H -0.727 -2.920 -2.756
H 0.332 -1.630 -3.414
C 2.085 -0.671 -1.613
C 2.563 -2.040 -1.385
C 3.492 -2.599 -2.257
C 4.002 -1.866 -3.346
C 3.578 -0.539 -3.516
C 2.696 0.035 -2.676
O 1.249 0.093 -0.957
H 0.887 -1.582 0.340
H 2.195 -2.604 -0.531
H 3.873 -3.619 -2.144
H 4.733 -2.375 -3.991
H 3.959 0.077 -4.335
H 2.350 1.078 -2.680
C 2.240 2.557 2.731
O 1.246 1.862 3.481
H 2.809 1.771 2.222
H 2.946 3.165 3.322
H 1.759 3.199 1.978
H 1.179 2.272 4.382

Computed properties:
* spin multiplicity: 3
* charge: +3
* frontier orbital gap (spin up / spin down): 6.58 / 4.39 eV
* LUMO level (spin up / spin down): -0.38018 / -0.46054 Eh
* energy relative to the best compared isomer or geometry (same formula, charge and spin): 76.61 kcal per mole



# C32H52ClNO

A cluster of 2 separate species, C32H52ClNO in total (ωB97M-V with the def2-TZVPD basis set, OMol25).

CARTESIAN COORDINATES (ANGSTROEM)
C 1.559 4.248 -2.149
C 0.748 4.522 -1.069
N 0.371 3.425 -0.174
C -0.919 2.985 -0.333
C -1.429 1.956 0.376
C -0.594 1.263 1.359
C -1.058 0.167 2.100
C -2.486 -0.344 1.911
C -2.618 -1.847 1.523
C -2.929 -2.082 0.013
C -4.261 -1.406 -0.387
C -4.807 -1.832 -1.787
C -5.383 -0.613 -2.554
C -4.329 0.482 -2.933
C -2.915 -0.060 -3.296
C -2.199 0.719 -4.442
C -2.425 2.252 -4.439
C -0.153 -0.432 3.021
C -0.478 -1.741 3.856
C 0.547 -2.869 3.442
C 0.996 -2.853 1.962
C 1.767 -4.183 1.552
C 3.219 -3.917 1.034
C 3.418 -4.218 -0.474
O 3.299 -3.028 -1.274
C 4.424 -2.833 -2.104
C 1.192 0.109 3.222
C 1.618 1.167 2.502
C 0.758 1.799 1.510
C 1.221 2.876 0.740
C 2.649 3.415 0.873
C 2.911 3.983 2.333
C 3.724 2.358 0.441
C 5.052 3.121 0.096
H 1.193 4.255 -3.191
H 2.630 3.998 -2.036
H 0.348 5.522 -0.846
H -1.551 3.492 -1.070
H -2.454 1.658 0.155
H -2.988 -0.221 2.895
H -3.036 0.295 1.213
H -3.502 -2.239 2.073
H -1.775 -2.479 1.827
H -2.078 -1.845 -0.652
H -3.099 -3.177 -0.086
H -4.189 -0.299 -0.397
H -4.986 -1.633 0.421
H -5.672 -2.500 -1.594
H -4.063 -2.403 -2.362
H -5.818 -0.986 -3.503
H -6.208 -0.115 -2.013
H -4.277 1.228 -2.114
H -4.748 1.035 -3.797
H -3.024 -1.103 -3.647
H -2.306 -0.019 -2.371
H -2.471 0.322 -5.435
H -1.113 0.531 -4.323
H -1.952 2.771 -3.585
H -1.921 2.660 -5.341
H -3.484 2.545 -4.543
H -0.289 -1.537 4.907
H -1.529 -2.038 3.761
H 1.458 -2.747 4.059
H 0.088 -3.842 3.696
H 1.703 -2.034 1.729
H 0.171 -2.749 1.235
H 1.733 -4.832 2.443
H 1.219 -4.655 0.715
H 3.543 -2.868 1.176
H 3.911 -4.519 1.657
H 4.476 -4.542 -0.580
H 2.755 -5.015 -0.856
H 4.195 -2.158 -2.953
H 4.809 -3.768 -2.557
H 5.237 -2.324 -1.538
H 1.855 -0.346 3.965
H 2.629 1.521 2.709
H 2.816 4.282 0.204
H 2.805 5.082 2.297
H 3.884 3.661 2.730
H 2.070 3.633 2.953
H 3.983 1.652 1.242
H 3.328 1.813 -0.436
H 5.926 2.485 0.324
H 5.125 3.977 0.794
H 5.066 3.481 -0.945
Cl -0.917 0.505 5.138

Computed properties:
* frontier orbital gap: 5.29 eV
* LUMO level: -0.05329 Eh



# C5H8O2Si

A structure of composition C5H8O2Si (ωB97M-V with the def2-TZVPD basis set, OMol25).

CARTESIAN COORDINATES (ANGSTROEM)
C -2.298 -1.431 -0.078
C -1.260 -0.612 -0.038
C -1.965 0.651 0.098
C -3.252 -0.257 0.076
C 2.854 1.176 -0.481
O -1.773 1.812 0.170
O 1.160 -1.204 -0.355
Si 2.293 -0.454 0.393
H -2.457 -2.482 -0.183
H -3.884 -0.060 -0.785
H -3.809 -0.225 1.010
H 2.163 1.976 -0.246
H 3.851 1.463 -0.172
H 2.849 1.011 -1.552
H 3.510 -1.297 0.356
H 2.017 -0.066 1.788

Computed properties:
* frontier orbital gap (spin up / spin down): 6.56 / 6.56 eV
* LUMO level (spin up / spin down): -0.09348 / -0.09348 Eh
* energy relative to the best compared isomer or geometry (same formula, charge and spin): 114.39 kcal per mole



# C6H11N

An isolated molecule of C6H11N (ωB97M-V with the def2-TZVPD basis set, OMol25).

CARTESIAN COORDINATES (ANGSTROEM)
C -1.000 -1.220 1.408
C -0.859 0.152 0.719
C 0.378 0.297 -0.243
C 0.670 1.776 -0.746
C 0.125 -0.714 -1.395
C 1.604 -0.031 0.469
N 2.621 -0.129 1.007
H -1.247 -2.031 0.711
H -1.815 -1.186 2.141
H -0.088 -1.499 1.945
H -0.812 0.922 1.494
H -1.793 0.315 0.158
H 0.866 2.557 0.018
H 1.501 1.889 -1.476
H -0.305 1.882 -1.187
H 0.877 -0.652 -2.183
H 0.150 -1.734 -0.995
H -0.873 -0.593 -1.843

Computed properties:
* structure (SMILES): CCC(C)(C)C#N
* frontier orbital gap: 11.92 eV
* LUMO level: 0.03040 Eh
* energy relative to the best compared isomer or geometry (same formula, charge and spin): 12.02 kcal per mole



# C4H6O2

An isolated molecule of C4H6O2 (ωB97M-V with the def2-TZVPD basis set, OMol25).

CARTESIAN COORDINATES (ANGSTROEM)
O 0.147 -1.320 -1.180
C 0.046 -0.182 -0.381
C -0.489 -0.256 1.031
C -0.283 1.084 -1.099
O -0.190 2.179 -0.592
C 0.970 -0.040 0.794
H -0.671 -1.826 -1.112
H -1.105 0.579 1.351
H -0.796 -1.235 1.391
H -0.647 0.953 -2.138
H 1.626 -0.884 0.980
H 1.390 0.948 0.954

Computed properties:
* structure (SMILES): O=CC1(O)CC1
* frontier orbital gap: 10.59 eV
* LUMO level: 0.02803 Eh
* energy relative to the best compared isomer or geometry (same formula, charge and spin): 36.84 kcal per mole



# C2H3N3O

An isolated molecule of C2H3N3O (ωB97M-V with the def2-TZVPD basis set, OMol25).

CARTESIAN COORDINATES (ANGSTROEM)
C 0.748 -0.021 -0.172
C -1.167 0.741 0.073
H 2.447 -0.970 0.439
H -2.116 1.323 0.146
H -1.947 -0.979 0.972
N 2.086 0.072 0.125
N 0.066 1.228 -0.063
N -1.494 -0.614 -0.052
O -0.059 -1.062 -0.129

Computed properties:
* structure (SMILES): [H]/N=c1/nc[nH]o1
* frontier orbital gap: 9.33 eV
* LUMO level: 0.00210 Eh
* energy relative to the best compared isomer or geometry (same formula, charge and spin): 93.75 kcal per mole



Record-wise E_tot values, in eV: -41774.4710; -29076.4237; -18665.8785; -51856.5847; -11435.4897; -84805.8806; -54954.0262; -50081.6267; -17281.5862; -7890.0101; -8338.8637; -8636.4290